# 1
DFT (ωB97M-V with the def2-TZVPD basis set) results for a 14-piece molecular cluster, C6H35NO14 overall.

## Properties
largest force on an atom	0.05649	Eh/bohr
LUMO level	-0.04	eV
gap between HOMO and LUMO	8.43	eV
ΔE to the lowest compared entry with this formula, charge and spin	240.2	kJ/mol

Last column: Löwdin charge in e.
Atoms and positions in Å:
O: -4.16449 2.42941 -0.78703  0.074
C: -4.07377 1.23607 -0.70819  -0.273
C: -3.68845 0.45282 0.52368  -0.150
C: -2.62211 1.20476 1.33135  -0.199
C: -1.30802 1.11622 0.63029  -0.113
C: -0.24249 0.41997 1.07951  -0.183
N: 0.76570 0.11971 0.17163  0.002
C: 2.00197 0.31414 0.18294  -0.049
H: -4.24716 0.54469 -1.55614  0.115
H: -4.53816 0.23136 1.18837  0.128
H: -3.32349 -0.56308 0.36006  0.105
H: -2.58108 0.73746 2.32161  0.112
H: -2.93390 2.25277 1.37636  0.117
H: -1.22259 1.55507 -0.36188  0.093
H: 0.03797 0.32710 2.11918  0.102
H: 2.65174 -0.31158 -0.42095  0.053
H: 2.52827 0.99307 0.85856  0.090
H: 1.85739 1.79356 -2.64338  0.046
H: 1.18881 3.18969 -2.45725  0.053
O: 1.16775 2.27191 -2.17425  -0.052
H: 2.81851 -3.67983 -0.12377  -0.024
H: 2.64121 -4.74208 1.10578  0.027
O: 2.66103 -4.58828 0.16657  -0.073
H: 0.99578 -3.07632 1.57506  0.051
H: 1.37682 -2.65784 -0.00014  -0.004
O: 1.35809 -2.47367 0.93420  -0.064
H: 0.51015 0.65809 -3.68547  0.001
H: 0.27032 -0.84471 -4.08825  0.023
O: 0.89293 -0.11351 -4.11468  -0.050
H: -1.51143 -0.17224 -2.48911  0.003
H: -2.48019 1.00210 -2.61919  -0.009
O: -2.29603 0.11533 -2.96339  -0.056
H: 4.23353 -0.91776 2.16146  0.043
H: 3.91367 -1.41284 0.77302  0.007
O: 4.40685 -0.72528 1.23211  -0.055
H: 1.15398 -2.01941 4.07553  0.038
H: 1.64155 -1.62269 2.76466  -0.016
O: 1.79652 -1.40306 3.69808  -0.060
H: -1.69288 -1.17441 1.72435  -0.004
H: -2.25496 -2.01973 2.74165  0.056
O: -1.39188 -1.63497 2.52160  -0.056
H: 1.89423 -2.44262 -1.94364  0.023
H: 3.42280 -2.60477 -2.16922  0.086
O: 2.75239 -2.45896 -1.49622  -0.051
H: -0.66862 -3.21788 -1.76028  0.070
H: -0.09949 -1.75151 -1.65305  0.032
O: 0.02926 -2.62747 -2.03847  -0.028
H: 1.33496 2.63046 3.86357  0.038
H: 0.12592 1.86904 3.26742  -0.009
O: 0.37503 2.59405 3.84684  -0.048
H: -2.23869 3.52473 -2.24553  0.047
H: -0.88686 2.95535 -2.34696  -0.006
O: -1.74538 2.89841 -2.79274  -0.052
H: -0.41956 4.68993 0.31372  0.055
H: 0.14346 3.34575 0.72661  0.034
O: -0.31688 3.78346 0.00340  -0.042

Forces on atoms 1 to 2 (eV/Å):
0.136 0.119 0.171
-0.347 -1.641 -0.248

=====

# 2
DFT (ωB97M-V with the def2-TZVPD basis set) results for C6H14N2 as an isolated structure.

## Properties
largest force on an atom	0.05904	Eh/bohr
LUMO level	0.63	eV
gap between HOMO and LUMO	8.20	eV
ΔE to the lowest compared entry with this formula, charge and spin	497.0	kJ/mol

Last column: Löwdin charge in e.
Atoms and positions in Å:
C: -0.25827 1.20286 -1.28453  -0.247
N: -1.28100 1.30977 -0.22894  -0.062
C: -2.10740 0.10789 -0.05348  -0.336
N: -3.35710 0.48698 0.57439  -0.003
C: 1.04921 0.48072 -0.89801  -0.220
C: 0.82519 -0.99256 -0.59267  -0.133
C: 1.41843 -1.49427 0.55292  -0.234
C: 2.66197 -0.99255 1.19662  -0.071
H: 0.01341 2.21322 -1.57358  0.100
H: -0.68460 0.69952 -2.15430  0.107
H: -0.73361 1.46694 0.62139  0.102
H: -1.69687 -0.65494 0.61686  0.098
H: -2.18292 -0.33139 -1.04906  0.103
H: -3.54634 1.46722 0.44794  0.055
H: -3.38285 0.23741 1.55131  0.051
H: 1.86648 0.70898 -1.59946  0.112
H: 1.38024 0.97736 0.01847  0.088
H: 0.93645 -1.70550 -1.39869  0.108
H: 1.63536 -0.48365 1.50299  0.125
H: 1.04614 -2.37607 1.09055  0.109
H: 2.91343 -1.45548 2.14092  0.064
H: 3.48466 -0.87248 0.51834  0.085

Forces on atoms 1 to 2 (eV/Å):
0.178 -0.208 -0.294
1.269 -0.619 -0.035

=====

# 3
DFT (ωB97M-V with the def2-TZVPD basis set) results for a 13-piece molecular cluster, C6H37NO12 overall.

## Properties
largest force on an atom	0.05813	Eh/bohr
LUMO level	0.04	eV
gap between HOMO and LUMO	8.99	eV
ΔE to the lowest compared entry with this formula, charge and spin	430.5	kJ/mol

Last column: Löwdin charge in e.
Atoms and positions in Å:
C: 0.85016 1.54743 3.00767  -0.034
C: 1.48520 0.79845 1.76145  -0.373
C: 1.36394 1.80172 0.59621  -0.156
C: 2.17862 1.50658 -0.62044  -0.341
C: 2.05667 0.58915 -1.61954  0.010
C: 3.49462 2.30312 -0.58152  -0.063
N: 2.89174 0.31748 1.85185  0.049
H: 1.49135 2.30021 3.39079  0.055
H: -0.07647 2.10208 2.93724  0.081
H: 0.71430 0.79167 3.76139  0.063
H: 0.85862 -0.02834 1.49205  0.090
H: 0.40213 2.14282 0.18104  0.123
H: 1.74635 2.76637 0.94223  0.099
H: 1.17096 0.23023 -2.10718  0.042
H: 2.99037 0.34713 -2.16037  0.072
H: 4.24770 1.58669 -0.13596  0.094
H: 3.34486 3.21186 -0.03497  0.059
H: 3.69757 2.60547 -1.61501  0.076
H: 2.88175 -0.44517 2.53524  0.061
H: 3.41494 1.08528 2.27714  0.088
H: -2.23533 -4.20612 0.02777  0.022
H: -1.78835 -3.50100 1.32847  0.000
O: -2.56803 -3.77240 0.82682  -0.068
H: 2.28320 -2.54457 2.77470  0.074
H: 2.18410 -1.88999 1.31877  0.024
O: 1.66766 -2.32617 2.06778  -0.083
H: 4.07903 -2.09762 0.21495  0.049
H: 3.10859 -1.01284 -0.44207  0.050
O: 3.18274 -1.94894 -0.05722  -0.073
H: -0.48204 3.09560 -3.88588  0.046
H: -1.15930 2.15839 -2.97152  0.028
O: -0.30173 2.65444 -3.05952  -0.067
H: 0.91230 -4.85039 -1.12400  0.038
H: 0.38389 -3.67175 -1.30458  0.047
O: 0.00074 -4.57597 -1.28193  -0.060
H: -2.91940 -0.72864 4.23911  0.020
H: -3.44416 -0.22291 2.85082  0.010
O: -3.56963 -0.19992 3.79596  -0.043
H: -2.00368 3.79505 -1.32765  0.032
H: -0.44281 3.93658 -1.51193  0.000
O: -1.16081 4.06284 -0.87443  -0.099
H: -4.09690 -2.95740 -1.01868  0.068
H: -4.17047 -1.80337 -2.09647  0.080
O: -4.27801 -1.98663 -1.12628  -0.088
H: -3.77858 -0.41658 -0.34985  0.035
H: -2.52258 -0.76416 0.48284  0.050
O: -2.84879 -0.10619 -0.20168  -0.109
H: -4.08050 2.17722 -2.23802  0.114
H: -3.08813 1.00744 -1.65869  -0.025
O: -3.13586 1.77496 -2.22736  -0.084
H: -0.87124 -0.16639 -4.67303  0.031
H: -1.41478 -0.12399 -3.08594  0.032
O: -1.15682 -0.64187 -3.89312  -0.076
H: 0.14674 -1.95430 1.99500  0.018
H: -0.77580 -1.89205 0.83537  0.020
O: -0.86067 -1.86058 1.79213  -0.107

Forces on atoms 1 to 2 (eV/Å):
0.685 -1.589 -0.385
-1.295 1.920 -0.766

=====

# 4
DFT (ωB97M-V with the def2-TZVPD basis set) results for a 2-piece molecular cluster, C5H10O2 overall.

## Properties
largest force on an atom	0.01002	Eh/bohr
LUMO level	0.91	eV
SMILES	CC(=O)[C@H]1CCO1.[H][H]
gap between HOMO and LUMO	10.35	eV
ΔE to the lowest compared entry with this formula, charge and spin	292.3	kJ/mol

Last column: Löwdin charge in e.
Atoms and positions in Å:
C: 0.81493 0.13141 2.16685  0.001
C: -0.09664 -0.42772 1.10914  -0.394
O: -1.16822 -0.92735 1.38238  0.034
C: 0.37509 -0.31802 -0.33687  -0.274
C: -0.61369 0.28550 -1.34522  -0.086
C: 0.43209 1.40352 -1.46789  -0.155
O: 1.30896 0.75567 -0.52665  -0.096
H: 0.40949 -0.12057 3.14809  0.088
H: 1.83749 -0.24442 2.05910  0.094
H: 0.86430 1.21758 2.04329  0.093
H: 0.80729 -1.28439 -0.63777  0.159
H: -0.77438 -0.30838 -2.24704  0.109
H: -1.57827 0.56918 -0.91959  0.113
H: 0.11510 2.39148 -1.11304  0.117
H: 0.90922 1.50860 -2.44832  0.115
H: -1.91683 -2.65049 -0.71028  0.053
H: -1.92977 -2.12452 -0.18054  0.029

Forces on atoms 1 to 2 (eV/Å):
0.003 0.002 0.088
-0.243 -0.069 0.148

=====

# 5
DFT (ωB97M-V with the def2-TZVPD basis set) results for one molecule with the formula C6H13NO.

## Properties
largest force on an atom	0.06698	Eh/bohr
LUMO level	1.02	eV
SMILES	[H]/N=C(/C)O[C@H](C)CC
gap between HOMO and LUMO	10.74	eV
ΔE to the lowest compared entry with this formula, charge and spin	190.2	kJ/mol

Last column: Löwdin charge in e.
Atoms and positions in Å:
H: 1.72459 -1.52309 0.08018  0.055
N: 1.56276 -1.55210 -0.92061  0.176
C: 1.00604 -0.52044 -1.39034  -0.426
C: 0.59983 -0.29790 -2.80422  -0.019
O: 1.05604 0.79862 -0.67352  -0.083
C: 0.23698 0.82077 0.44983  -0.377
C: 1.02995 0.90146 1.74144  -0.048
C: -0.87491 -0.47533 0.49187  -0.182
C: -2.14620 -0.00681 1.18754  -0.129
H: -0.05286 0.57352 -2.88275  0.085
H: 0.06557 -1.17917 -3.16883  0.086
H: 1.49542 -0.13764 -3.40854  0.091
H: -0.43305 1.68469 0.35507  0.128
H: 1.68575 0.03680 1.86288  0.074
H: 0.37498 0.98496 2.61191  0.077
H: 1.67884 1.78400 1.71007  0.085
H: -1.18052 -0.97843 -0.42998  0.098
H: -0.39240 -1.24795 1.09983  0.094
H: -2.85460 -0.83472 1.29730  0.072
H: -1.94352 0.38975 2.18580  0.067
H: -2.63868 0.77902 0.60507  0.075

Forces on atoms 1 to 2 (eV/Å):
0.430 0.391 -0.045
-1.589 0.198 -0.632

=====

# 6
DFT (ωB97M-V with the def2-TZVPD basis set) results for one molecule with the formula C24H27ClN4O.

## Properties
largest force on an atom	0.01600	Eh/bohr
LUMO level	0.63	eV
SMILES	CCn1cc(CN2CCC(C(=O)Nc3cccc(-c4cccc(Cl)c4)c3)CC2)cn1
gap between HOMO and LUMO	9.15	eV
ΔE to the lowest compared entry with this formula, charge and spin	1.8	kJ/mol

Last column: Löwdin charge in e.
Atoms and positions in Å:
C: 5.53101 1.41091 -7.13420  -0.078
C: 5.06195 0.24879 -6.26154  -0.196
N: 4.10892 0.68232 -5.27651  -0.187
C: 4.35792 1.33004 -4.12022  -0.027
C: 3.13945 1.59871 -3.53262  -0.222
C: 2.86865 2.28928 -2.23903  -0.166
N: 2.11339 1.44091 -1.32996  -0.167
C: 2.85279 0.24596 -0.96562  -0.186
C: 1.97774 -0.68829 -0.13907  -0.123
C: 1.49560 0.03501 1.12458  -0.236
C: 0.75135 -0.96410 2.00615  -0.430
O: 1.35360 -1.86267 2.55320  0.075
N: -0.59283 -0.77211 2.10498  0.145
C: -1.52952 -1.49753 2.84839  -0.201
C: -1.21257 -2.66267 3.54066  -0.006
C: -2.19906 -3.32154 4.25185  -0.064
C: -3.49540 -2.84290 4.28365  -0.039
C: -3.82476 -1.67579 3.59788  -0.184
C: -5.19727 -1.14707 3.63582  -0.179
C: -6.29351 -1.99954 3.52556  -0.032
C: -7.58092 -1.49762 3.56772  -0.072
C: -7.80335 -0.14012 3.72478  -0.111
C: -6.71239 0.70612 3.83603  -0.665
Cl: -6.96985 2.40665 4.03936  0.668
C: -5.41899 0.21879 3.79132  -0.058
C: -2.83443 -1.01309 2.88387  0.029
C: 0.75507 1.29664 0.69199  -0.151
C: 1.69502 2.16347 -0.14592  -0.199
C: 2.20419 1.06044 -4.43366  -0.103
N: 2.80563 0.51751 -5.47332  0.081
H: 6.23392 1.05435 -7.88196  0.070
H: 6.02017 2.17051 -6.52861  0.068
H: 4.68102 1.86327 -7.63858  0.076
H: 5.91506 -0.21061 -5.75298  0.119
H: 4.56197 -0.50314 -6.87532  0.119
H: 5.35653 1.54893 -3.79796  0.128
H: 3.82797 2.61320 -1.79228  0.127
H: 2.26506 3.18390 -2.42767  0.125
H: 3.76508 0.50009 -0.39243  0.133
H: 3.15859 -0.25701 -1.88560  0.120
H: 2.54164 -1.57983 0.13670  0.122
H: 1.11568 -0.99159 -0.73614  0.131
H: 2.38259 0.32496 1.70150  0.156
H: -0.97984 0.02166 1.61559  0.119
H: -0.20389 -3.03758 3.51975  0.099
H: -1.94761 -4.22283 4.79056  0.107
H: -4.25082 -3.35648 4.85867  0.111
H: -6.13184 -3.05794 3.38794  0.114
H: -8.42332 -2.16679 3.47677  0.106
H: -8.80510 0.25741 3.76156  0.103
H: -4.58585 0.89563 3.90048  0.112
H: -3.08625 -0.11780 2.33144  0.120
H: -0.09847 1.04113 0.05951  0.121
H: 0.41363 1.87265 1.55558  0.123
H: 2.56051 2.47221 0.47153  0.130
H: 1.16945 3.06825 -0.46426  0.122
H: 1.13667 1.04691 -4.34994  0.108

Forces on atoms 1 to 2 (eV/Å):
-0.081 -0.197 0.128
0.327 0.062 -0.504